No. 1
Density functional theory data (ωB97M-V/def2-TZVPD) for a molecular structure, C30H25GeN3O7Pd at a distorted geometry.

## Properties
- Total charge: -1
- ⟨S²⟩: 0.755
- Kohn-Sham gap (spin up / spin down): 6.152 / 6.939 eV
- Multiplicity: 2

The geometry in XYZ format:
```
67
Properties=species:S:1:pos:R:3:forces:R:3
Pd -0.042 -1.437 1.425 0.01 0.00 0.32
C -4.037 -1.422 2.121 0.18 0.00 -0.09
C -2.761 -0.975 2.767 -0.02 0.13 0.36
C -2.526 0.362 3.069 0.00 -0.11 0.03
C -1.356 0.757 3.704 0.10 -0.05 0.12
C -0.407 -0.188 4.070 -0.20 0.10 0.22
C -0.634 -1.541 3.810 -0.18 -0.02 0.19
C -1.802 -1.926 3.137 -0.05 0.03 0.34
H -4.747 -0.603 2.040 -0.07 0.04 0.00
H -4.484 -2.229 2.701 -0.11 -0.04 -0.01
H -3.820 -1.799 1.125 -0.08 -0.07 -0.17
H -3.271 1.105 2.815 -0.04 0.02 -0.06
H -1.189 1.805 3.916 0.02 -0.01 -0.01
H 0.481 0.111 4.612 0.07 0.01 -0.09
H 0.057 -2.292 4.184 -0.07 0.10 -0.22
H -1.996 -2.979 2.959 0.06 0.07 -0.05
O 2.619 -4.238 -3.974 0.02 -0.05 -0.19
N 3.171 -4.112 -2.889 0.24 -0.12 -0.41
O 4.367 -4.306 -2.713 0.18 -0.01 -0.07
C 2.386 -3.741 -1.780 -0.74 0.28 0.81
C 1.007 -3.534 -1.937 -0.13 0.03 -0.07
C 0.223 -3.231 -0.856 1.18 -0.32 0.25
C 0.776 -3.270 0.525 0.45 -0.14 -0.61
O 0.183 -3.789 1.489 -0.16 -0.15 0.38
C 2.252 -3.089 0.527 -0.59 -0.56 -1.11
C 3.007 -3.444 -0.559 0.02 0.13 0.34
N 2.855 -2.597 1.696 0.59 0.26 0.65
O 4.004 -2.915 1.962 -0.01 0.05 0.00
O 2.204 -1.815 2.403 0.05 -0.17 -0.06
N -1.120 -2.872 -1.023 -1.16 0.03 -0.44
O -1.717 -2.364 -0.058 0.16 -0.19 -0.31
O -1.666 -3.039 -2.107 0.10 -0.02 0.31
H 0.575 -3.568 -2.930 -0.01 -0.04 0.11
H 4.088 -3.440 -0.509 -0.03 0.02 0.08
C 1.928 -0.165 -1.420 -0.45 0.06 0.33
Ge 0.392 0.233 -0.163 0.55 0.71 -1.02
C -1.230 0.397 -1.331 0.47 -0.14 0.36
C -1.211 0.179 -2.703 0.13 0.00 0.06
C -2.363 0.318 -3.457 -0.11 0.00 -0.21
C -3.559 0.649 -2.847 -0.09 -0.04 -0.13
C -3.601 0.826 -1.474 -0.20 0.05 0.09
C -2.446 0.697 -0.726 0.07 0.06 0.06
C 0.878 2.100 0.394 -0.22 -0.64 0.24
C 1.210 2.283 1.712 -0.16 -0.34 -0.17
C 1.651 3.522 2.199 0.18 0.36 0.11
C 1.816 4.578 1.348 0.06 -0.10 0.28
C 1.537 4.430 -0.025 -0.17 -0.18 -0.09
C 1.750 5.486 -0.936 0.02 0.14 -0.16
C 1.457 5.338 -2.262 0.05 0.25 0.16
C 0.916 4.132 -2.729 -0.10 -0.21 -0.05
C 0.698 3.094 -1.867 0.01 0.04 -0.33
C 1.021 3.193 -0.500 0.20 0.36 0.15
H 2.179 0.711 -2.011 0.01 0.13 -0.11
H 1.677 -0.984 -2.088 -0.02 -0.08 -0.12
H 2.815 -0.459 -0.860 0.01 0.03 0.13
H -0.286 -0.102 -3.193 0.06 0.04 -0.04
H -2.326 0.168 -4.527 -0.01 -0.06 -0.10
H -4.461 0.746 -3.437 -0.03 0.02 -0.02
H -4.544 1.057 -0.992 0.00 0.02 0.04
H -2.477 0.817 0.352 -0.05 0.05 0.03
H 1.128 1.435 2.383 0.01 0.08 0.07
H 1.877 3.626 3.252 0.03 0.06 0.09
H 2.168 5.536 1.709 0.05 0.04 0.04
H 2.163 6.415 -0.564 0.00 0.08 0.03
H 1.618 6.155 -2.952 0.06 0.07 -0.04
H 0.675 4.032 -3.778 -0.06 -0.06 -0.07
H 0.269 2.173 -2.224 -0.01 -0.04 -0.11
```
Forces are in eV/Å.

No. 2
Density functional theory data (ωB97M-V/def2-TZVPD) for C3H5BrN2O4 in the gas phase at a distorted geometry.

## Properties
- Total charge: 0
- Energy above the lowest of the compared OMol25 structures with the same formula, charge and spin: 12.1 kJ/mol
- SMILES string: CCC(Br)([N+](=O)[O-])[N+](=O)[O-]
- Kohn-Sham gap: 9.538 eV

The geometry in XYZ format:
```
15
Properties=species:S:1:pos:R:3:forces:R:3
C -1.596 -0.950 0.143 -2.79 -1.48 1.12
C -0.777 0.040 -0.653 0.13 -0.07 1.21
C 0.632 0.121 -0.041 -0.96 -2.33 0.32
Br 1.662 -1.693 0.113 -1.29 1.18 -0.62
N 1.531 0.839 -0.950 0.11 0.88 -0.26
O 2.410 1.469 -0.444 0.92 0.73 0.18
O 1.290 0.745 -2.129 0.17 -0.07 -0.31
N 0.721 0.681 1.433 1.31 -0.32 -1.87
O 1.737 0.326 1.951 -0.05 0.45 1.50
O -0.111 1.446 1.829 -0.58 0.10 -0.06
H -1.050 -1.918 0.054 -0.70 0.49 0.57
H -2.658 -1.141 -0.359 2.27 0.58 0.97
H -1.859 -0.690 1.305 1.04 -0.47 -2.97
H -1.281 1.017 -0.553 0.65 -0.05 -0.43
H -0.649 -0.291 -1.700 -0.24 0.39 0.64
```
Forces are in eV/Å.

No. 3
Density functional theory data (ωB97M-V/def2-TZVPD) for a molecular structure, C3H7N3O.

## Properties
- Total charge: 0
- Energy above the lowest of the compared OMol25 structures with the same formula, charge and spin: 354.8 kJ/mol
- Kohn-Sham gap: 9.102 eV

The geometry in XYZ format:
```
14
Properties=species:S:1:pos:R:3:forces:R:3
C 1.389 0.948 -0.709 0.16 0.11 -0.28
N 0.671 -0.097 -1.181 0.05 0.08 0.27
C 0.229 -0.556 0.041 -0.10 -0.19 -0.02
N 0.434 -1.840 0.425 0.04 -0.09 -0.07
C -1.108 -0.031 0.569 -0.05 -0.02 0.16
O -1.634 -0.576 1.524 0.17 0.21 -0.30
N -1.643 1.007 -0.118 -0.09 -0.07 -0.01
H 2.306 0.775 -0.138 -0.17 -0.03 0.03
H 0.813 0.631 0.667 -0.03 0.01 0.00
H 1.433 1.879 -1.293 -0.03 -0.11 0.09
H -0.175 -2.246 1.120 0.06 0.05 -0.07
H 1.171 -2.378 0.001 -0.10 0.11 0.07
H -1.312 1.194 -1.052 -0.02 -0.04 0.14
H -2.573 1.291 0.143 0.11 -0.02 -0.01
```
Forces are in eV/Å.

No. 4
Density functional theory data (ωB97M-V/def2-TZVPD) for 2 unconnected molecules or ions with the total composition C5H14S at a distorted geometry.

## Properties
- Total charge: 0
- Energy above the lowest of the compared OMol25 structures with the same formula, charge and spin: 116.2 kJ/mol
- SMILES string: CCSC.CC
- Kohn-Sham gap: 9.573 eV

The geometry in XYZ format:
```
20
Properties=species:S:1:pos:R:3:forces:R:3
C 2.448 0.527 -0.869 -1.73 0.77 -0.45
C 1.992 0.050 -2.257 -0.07 -0.95 -1.15
S 1.017 -1.542 -2.263 -0.64 1.57 0.63
C -0.530 -0.694 -1.645 -0.26 -2.07 1.58
H 1.531 0.424 -0.097 2.20 0.80 -1.71
H 2.856 1.591 -1.074 -0.69 -1.63 1.15
H 3.193 -0.161 -0.532 0.68 -0.07 0.44
H 1.394 0.796 -2.782 -0.32 0.02 0.28
H 2.777 -0.153 -3.032 -0.03 0.19 1.16
H -0.200 0.103 -0.971 -0.34 0.00 -0.44
H -1.152 -0.381 -2.463 -0.05 0.45 -0.33
H -1.179 -1.399 -0.992 1.23 0.92 -1.14
C -1.547 -0.569 2.604 -2.66 -0.43 2.02
C -1.902 0.846 2.130 -0.84 -1.67 0.21
H -0.958 -0.638 3.551 0.15 0.09 -1.17
H -2.571 -1.071 2.932 2.05 0.67 -0.79
H -1.172 -1.076 1.737 0.53 -0.82 0.06
H -2.824 0.650 1.542 0.57 0.98 0.13
H -1.102 1.189 1.521 0.49 0.73 -0.64
H -2.072 1.507 2.959 -0.27 0.45 0.17
```
Forces are in eV/Å.

No. 5
Density functional theory data (ωB97M-V/def2-TZVPD) for a molecular structure, C39H114LiO22Ti at a distorted geometry.

## Properties
- Total charge: 0
- ⟨S²⟩: 3.752
- Kohn-Sham gap (spin up / spin down): 4.491 / 10.049 eV
- Multiplicity: 4

The geometry in XYZ format:
```
177
Properties=species:S:1:pos:R:3:forces:R:3
Ti 14.527 16.440 12.897 0.37 0.06 -0.43
Li 13.673 12.766 13.869 -0.45 0.01 -0.39
C 13.122 15.029 14.513 2.69 0.75 -1.62
O 14.074 14.567 13.729 0.27 0.03 -0.14
O 13.072 16.314 14.556 -0.91 0.80 0.22
O 12.448 14.227 15.121 -2.44 -2.00 1.84
C 10.776 20.157 18.015 -0.86 -0.19 0.48
C 11.507 18.898 17.585 0.38 0.12 -0.92
O 12.859 19.225 17.845 -0.51 1.07 0.50
H 9.781 20.054 17.586 -0.39 0.38 0.31
H 11.193 21.144 17.711 0.13 -1.07 -0.28
H 10.726 20.201 19.106 -0.20 -0.02 -0.08
H 11.220 18.693 16.510 0.88 0.28 0.69
H 11.247 17.943 18.098 -0.33 0.90 0.12
H 13.516 18.643 17.520 0.81 -1.47 -0.77
C 16.705 19.218 14.749 -0.81 -1.64 -0.99
C 17.120 17.790 14.273 -1.29 1.85 -0.16
O 16.176 16.779 14.475 -1.51 -0.92 0.62
H 17.474 19.836 14.341 0.43 0.88 -0.08
H 16.673 19.280 15.819 -0.11 0.16 0.47
H 15.720 19.496 14.308 0.67 -0.13 0.33
H 18.030 17.532 14.747 1.23 -0.37 0.31
H 17.186 17.833 13.195 0.68 0.05 -0.30
H 15.692 16.826 15.343 0.66 0.24 -0.11
C 6.780 12.059 17.103 0.53 -0.14 0.35
C 7.127 12.233 15.642 -1.11 1.07 0.08
O 8.402 11.789 15.328 1.78 0.04 0.40
H 5.796 12.400 17.448 -0.10 -0.48 -0.58
H 7.448 12.666 17.689 0.65 0.19 0.39
H 7.003 11.006 17.309 -0.43 0.14 0.46
H 7.018 13.318 15.366 -0.41 -1.10 -0.14
H 6.473 11.559 15.096 -0.33 0.43 -0.53
H 9.073 12.306 15.837 -0.70 -0.18 -0.47
C 16.928 12.811 15.430 -0.54 0.17 -1.06
C 16.467 12.045 14.189 -0.16 -0.54 0.92
O 15.072 11.654 14.352 0.55 -0.02 -0.13
H 17.959 13.183 15.416 -0.10 -0.55 0.01
H 16.669 12.167 16.243 0.29 -0.07 1.09
H 16.291 13.690 15.423 -0.16 0.25 0.46
H 17.088 11.144 13.993 -0.39 0.55 -0.08
H 16.495 12.757 13.384 -0.06 -0.20 -0.75
H 14.871 11.088 15.149 0.73 0.29 -0.33
C 18.558 15.374 11.127 1.24 -1.51 -1.46
C 17.288 15.184 11.877 -1.98 0.96 0.41
O 16.355 16.309 11.542 0.48 -0.75 0.20
H 18.457 15.739 10.102 -0.76 0.12 0.10
H 19.096 14.412 10.926 -0.42 0.46 0.63
H 19.282 16.034 11.547 0.33 0.56 0.83
H 17.343 15.252 12.986 0.46 -0.29 -0.73
H 16.711 14.275 11.615 0.70 0.31 0.07
H 15.698 15.930 10.910 -0.13 0.14 -0.18
C 15.562 11.891 10.650 1.25 -1.99 0.82
C 16.771 12.080 9.770 0.13 0.57 0.07
O 16.325 13.132 8.904 -0.01 -0.07 0.30
H 14.744 11.681 10.000 -0.87 0.23 -0.31
H 15.390 12.698 11.334 -0.36 0.58 0.13
H 15.690 10.965 11.247 -0.04 0.48 -0.05
H 16.972 11.144 9.241 -0.02 0.12 -0.28
H 17.721 12.337 10.311 -0.80 0.05 -0.25
H 16.949 13.377 8.232 0.68 -0.05 -0.37
C 17.785 18.311 18.256 -0.35 -1.75 1.35
C 18.699 18.518 19.490 0.04 0.12 -1.57
O 18.427 19.778 20.115 1.05 -0.65 0.36
H 18.124 17.338 17.829 -0.36 0.49 0.07
H 17.911 19.050 17.495 0.08 0.67 -0.20
H 16.702 18.180 18.528 0.97 0.34 -0.25
H 19.722 18.524 19.060 -0.26 0.05 0.43
H 18.644 17.634 20.154 -0.24 0.58 0.05
H 19.267 20.000 20.566 -0.91 0.11 -0.19
C 8.725 17.456 13.031 -0.14 -0.55 1.48
C 10.200 17.187 13.167 -1.17 -0.89 0.95
O 10.765 17.952 14.224 -0.10 -0.06 0.28
H 8.481 18.493 12.991 -0.08 0.85 0.00
H 8.249 17.001 13.894 -0.25 0.40 0.53
H 8.207 16.953 12.255 0.13 -0.45 -1.34
H 10.674 17.394 12.270 1.27 0.35 -1.80
H 10.332 16.130 13.418 0.14 -0.01 -0.29
H 11.513 17.408 14.535 0.24 0.08 0.10
C 10.540 11.285 11.277 -0.37 0.22 1.17
C 11.062 11.906 12.543 0.67 -0.49 0.36
O 12.409 12.296 12.327 0.67 0.92 0.31
H 9.709 10.639 11.604 -0.17 0.45 -1.00
H 11.343 10.701 10.891 0.48 -0.81 -0.34
H 10.401 12.101 10.579 -0.84 -0.18 -0.38
H 11.095 11.159 13.337 -0.09 0.00 0.12
H 10.486 12.747 12.906 -0.36 0.22 0.02
H 12.390 13.102 11.758 0.19 -0.25 -0.08
C 12.240 13.218 8.387 0.19 -0.38 1.22
C 13.036 14.223 9.214 0.64 -0.38 -0.09
O 12.364 14.456 10.476 -0.17 -0.26 -0.99
H 12.545 13.150 7.364 0.94 -0.29 -0.48
H 11.232 13.557 8.247 -0.80 0.17 0.44
H 12.255 12.225 8.900 -0.12 0.64 -0.62
H 13.179 15.150 8.622 -0.27 -0.18 0.53
H 14.058 13.850 9.464 -0.69 0.19 -0.50
H 12.945 15.104 10.923 0.25 0.49 0.61
C 16.383 13.782 19.955 0.63 2.50 -1.73
C 15.715 12.721 20.655 0.92 -3.11 1.94
O 14.317 12.861 20.618 -0.41 0.27 -0.40
H 16.123 13.847 18.903 -0.55 -0.13 -0.25
H 17.476 13.774 19.878 -0.13 -0.41 0.79
H 16.059 14.709 20.417 0.21 0.50 -0.06
H 16.086 12.736 21.712 -0.40 -0.10 -0.49
H 16.083 11.741 20.247 -0.66 0.40 0.20
H 13.868 12.166 21.114 0.38 0.08 -0.01
C 13.034 21.367 15.290 -1.61 1.07 -0.54
C 11.964 21.305 14.166 0.93 0.71 -0.17
O 12.086 20.101 13.383 -0.47 0.39 0.38
H 12.933 20.540 15.982 0.11 -0.02 0.14
H 12.851 22.338 15.808 0.30 -0.72 -0.03
H 14.018 21.407 14.856 0.48 -0.12 -0.16
H 12.079 22.219 13.514 0.15 -1.12 0.23
H 10.953 21.437 14.560 -0.01 -0.48 0.18
H 11.468 19.416 13.752 0.34 0.27 -0.19
C 9.823 15.378 20.557 -0.99 0.41 -1.31
C 11.086 15.182 21.297 0.22 -1.15 1.56
O 11.056 15.774 22.597 0.28 -0.09 0.21
H 9.818 14.831 19.618 0.26 -0.24 -0.22
H 9.618 16.413 20.240 0.26 -0.07 0.38
H 8.945 15.021 21.083 -0.01 0.00 0.43
H 11.983 15.392 20.740 0.29 0.78 -0.25
H 11.228 14.115 21.552 -0.30 0.24 -0.24
H 10.915 16.723 22.588 0.01 0.11 -0.43
C 11.469 10.879 19.113 -0.29 -1.37 0.38
C 11.135 11.914 18.094 -0.31 -0.40 -0.45
O 12.289 12.166 17.314 0.66 0.52 -0.91
H 11.492 9.856 18.629 0.09 1.00 0.72
H 10.733 10.881 19.946 0.29 -0.14 -0.65
H 12.429 11.107 19.554 0.41 -0.06 0.10
H 10.774 12.805 18.567 -0.13 0.70 0.10
H 10.363 11.497 17.460 -0.45 0.20 -0.22
H 12.155 12.820 16.587 -0.05 -0.44 0.80
C 8.441 15.826 17.265 -2.88 0.25 -0.47
C 8.959 15.159 15.998 1.17 0.38 1.54
O 9.933 14.206 16.420 1.30 -0.75 -0.53
H 9.170 16.324 17.831 1.61 0.33 0.56
H 7.876 15.176 17.985 0.50 0.28 -0.88
H 7.760 16.684 17.001 0.24 -0.92 0.02
H 9.373 15.944 15.392 0.55 0.26 -0.35
H 8.237 14.655 15.405 -0.91 -0.23 -0.33
H 10.792 14.194 15.897 -1.34 0.68 0.29
C 7.428 13.592 10.150 1.02 0.45 -0.19
C 8.576 13.986 9.216 0.45 -0.68 -0.42
O 8.533 13.290 7.961 0.81 -1.97 0.86
H 6.566 13.224 9.609 -0.15 0.16 -0.23
H 7.194 14.492 10.707 -0.40 -0.10 0.37
H 7.768 12.824 10.818 -0.03 -0.44 0.53
H 9.608 13.778 9.617 -1.12 0.70 0.23
H 8.473 15.020 8.951 0.21 0.63 -0.03
H 8.916 12.402 8.227 -0.81 1.33 -1.06
C 15.823 8.689 17.195 0.32 -1.39 -1.40
C 14.620 9.504 17.536 -0.39 -0.34 1.43
O 14.273 10.428 16.565 -1.20 1.57 -0.40
H 16.820 9.150 17.131 -0.55 0.46 0.19
H 15.643 8.223 16.182 0.24 0.23 1.00
H 15.903 7.881 17.939 0.00 0.15 -0.33
H 14.747 9.948 18.517 0.36 0.74 0.29
H 13.781 8.837 17.752 -0.12 -0.39 -0.45
H 13.490 11.023 16.857 1.20 -0.95 -0.18
C 12.453 18.861 10.328 0.22 -0.83 -0.71
C 13.829 18.843 10.905 0.77 -0.73 -1.41
O 13.920 18.378 12.239 -0.29 0.59 0.66
H 12.053 17.849 10.374 -0.52 0.07 0.62
H 12.529 18.980 9.237 0.04 0.63 0.27
H 11.897 19.642 10.810 -0.82 0.07 -0.01
H 14.282 19.806 10.729 0.38 0.52 0.61
H 14.422 18.127 10.329 0.10 -0.01 0.07
H 13.351 18.941 12.813 0.11 0.12 -0.13
C 13.029 15.746 18.060 0.56 0.56 0.86
C 14.463 15.856 17.479 -2.18 -0.87 0.27
O 14.568 17.010 16.626 1.14 0.07 1.10
H 12.894 15.126 18.965 0.67 -0.12 -0.58
H 12.305 15.412 17.343 -0.29 -0.07 -0.55
H 12.775 16.742 18.398 -0.27 0.29 0.06
H 14.585 14.921 16.939 0.67 -0.03 -0.43
H 15.149 15.877 18.315 0.48 0.54 -0.24
H 13.941 16.945 15.893 -0.81 -0.50 -0.26
```
Forces are in eV/Å.

No. 6
Density functional theory data (ωB97M-V/def2-TZVPD) for 2 unconnected molecules or ions with the total composition C4H12 at a distorted geometry.

## Properties
- Total charge: 0
- Energy above the lowest of the compared OMol25 structures with the same formula, charge and spin: 31.0 kJ/mol
- SMILES string: CC.CC
- Kohn-Sham gap: 12.859 eV

The geometry in XYZ format:
```
16
Properties=species:S:1:pos:R:3:forces:R:3
C 0.897 0.291 -1.748 -0.82 0.27 -0.19
C 1.578 1.670 -1.833 0.55 -0.67 -0.07
H -0.196 0.384 -1.706 0.15 0.13 -0.04
H 1.088 -0.305 -2.644 0.17 -0.10 0.25
H 1.138 -0.263 -0.844 0.37 -0.09 -0.14
H 2.328 1.649 -2.631 -0.26 0.22 -0.05
H 2.167 1.858 -0.936 -0.28 0.26 0.14
H 0.870 2.478 -2.014 0.15 0.00 0.05
C -0.778 -0.660 1.284 -0.88 0.38 0.56
C -1.708 -1.334 2.302 0.57 0.07 0.81
H 0.059 -1.331 1.113 0.05 0.25 -0.56
H -1.375 -0.424 0.407 0.37 -0.31 -0.48
H -0.431 0.324 1.615 0.27 -0.29 0.23
H -2.482 -1.915 1.816 -0.11 -0.13 -0.01
H -2.169 -0.653 3.023 -0.14 0.16 -0.38
H -1.115 -1.998 2.939 -0.17 -0.16 -0.12
```
Forces are in eV/Å.